#1
Molecular formula: C22H35NO4P2Zn
Method: DFT, ωB97M-V/def2-TZVPD

Structure (XYZ):
```
65
Properties=species:S:1:pos:R:3
Zn 0.16996 -1.52339 2.49642
P -2.66487 -0.34213 -3.16768
P 0.69170 -1.89577 -3.42198
O 3.14070 3.87062 9.11160
O 2.52100 0.31297 3.12400
O 1.59547 2.54527 9.95392
O 1.32641 -1.27909 4.23511
N 2.41180 2.85424 9.05101
C -0.56158 2.25656 -1.33981
C -1.71501 -0.90241 -4.66978
C 3.34441 2.32438 6.82027
C 0.13438 -0.57820 -0.19097
C -0.75940 -2.10782 -4.57259
C 2.32819 0.51775 5.49219
C -0.88386 0.17833 2.82559
C 1.46333 -3.54181 -3.59592
C 0.15526 1.38001 -2.41309
C 2.05711 -0.18959 4.16490
C 1.73917 -0.84199 -4.52511
C -3.86917 -1.68137 -2.94821
C -2.19873 0.29869 -1.23953
C 3.25729 1.59219 5.62819
C 1.63883 0.89428 7.80822
C -1.18778 -0.84559 -0.93623
C -1.80512 1.61951 -0.91140
C 2.49568 2.00816 7.90812
C -3.55290 1.10281 -3.79196
C 1.57468 0.16607 6.62508
C 1.37623 0.78591 -1.84014
C 1.31490 -0.34389 -1.13088
H 1.85744 -3.66949 -4.61073
H 2.16569 -1.03174 -1.05066
H 2.31835 1.29741 -2.05884
H -2.85935 1.69460 -4.40416
H -3.25170 0.10928 -0.96391
H 0.05076 0.23838 0.55014
H 0.69939 -4.30031 -3.38755
H 2.00586 -1.43704 -5.40859
H -0.88093 -1.31470 -1.89743
H -0.71683 3.25138 -1.80339
H 0.35561 1.98105 -3.30970
H 0.35141 -1.52547 0.38149
H -1.27825 -3.03366 -4.26081
H 1.19749 0.06247 -4.83766
H 0.93938 -0.71148 6.57701
H 1.01695 0.60833 8.64556
H -2.50537 2.29145 -0.37586
H -4.51822 -1.71265 -3.83688
H -1.63536 0.29778 2.03520
H -1.31006 0.27467 3.83323
H -4.39390 0.76267 -4.40915
H -0.10093 0.94824 2.70913
H -2.50441 -1.18207 -5.39021
H -0.53151 0.59606 -2.76484
H -3.37062 -2.65731 -2.84858
H -1.20512 -0.01245 -5.07955
H -4.49769 -1.50669 -2.06392
H 3.94627 1.84352 4.81645
H -0.28471 -2.27753 -5.55609
H -1.72355 -1.68105 -0.46187
H 0.10377 2.45363 -0.47422
H 4.03302 3.15926 6.95892
H 2.64452 -0.53845 -3.98292
H 2.27193 -3.62259 -2.86003
H -3.92742 1.70977 -2.95889
```

lowest unoccupied orbital energy: -0.0542 Ha
M: 504.9 g mol⁻¹
highest occupied orbital energy: -5.906 eV

***

#2
Molecular formula: C22H35NO4P2Zn
Method: DFT, ωB97M-V/def2-TZVPD

Structure (XYZ):
```
65
Properties=species:S:1:pos:R:3
Zn 2.51122 1.03387 -1.38864
P 0.28925 -1.55942 -4.71271
P 0.42451 1.98596 -3.47990
O 2.81768 1.86673 0.64314
O 1.14208 0.21104 7.19845
O -0.90274 0.90216 6.83134
O 0.64644 1.58892 0.07830
N 0.25967 0.66381 6.43499
C -0.42433 -2.46127 -6.13533
C 1.86279 -2.33787 -4.31421
C -3.72360 -1.55548 -3.95339
C -2.55390 0.50152 -4.71506
C 1.30072 1.14223 -4.85143
C -2.32491 1.01637 -3.48271
C -0.39420 1.47698 4.21602
C 1.88478 0.64760 4.59025
C -1.04933 -0.80496 -2.19005
C -0.04173 1.77808 2.90166
C 1.92503 2.85659 -2.95790
C 2.23085 0.99860 3.28909
C -3.81449 -0.28671 -4.88237
C 0.58375 0.92083 5.06862
C 1.57952 1.67625 0.95425
C 3.20979 -0.80572 -1.08768
C -2.09941 0.32448 -2.17978
C -1.13823 -1.84584 -3.42320
C -0.44675 3.20670 -4.62600
C 0.63986 0.01705 -5.64072
C 1.25945 1.53279 2.41596
C -2.38875 -2.12619 -4.11674
H 1.54836 1.92654 -5.58082
H 2.78016 -1.16940 -0.12695
H -4.00929 -1.32158 -2.91387
H -0.84493 4.04646 -4.04396
H 2.77473 2.12832 -2.79950
H 0.24981 3.61936 -5.36734
H 2.59907 0.20448 5.27577
H -0.67522 -2.73654 -2.91943
H -3.04046 -0.12151 -1.84738
H -0.25586 0.34211 -6.20696
H -1.84872 1.08102 -1.39226
H -1.12385 -1.32872 -1.21260
H 2.76543 -1.39172 -1.91361
H -2.39107 -2.97579 -4.79531
H 2.18587 3.53673 -3.77088
H -4.64899 0.34239 -4.51651
H -4.51197 -2.26563 -4.25508
H 1.35802 -0.34098 -6.42688
H 2.18522 -2.96628 -5.15633
H 2.24306 0.76714 -4.43692
H -0.78523 2.23551 2.24623
H 3.25885 0.83816 2.95478
H -4.03019 -0.53111 -5.94076
H -0.70393 -3.48699 -5.87769
H -1.41102 1.60817 4.58281
H 2.66112 -1.60557 -4.12065
H -2.16203 0.96462 -5.62395
H 1.66084 3.41702 -2.05471
H 0.26909 -2.48851 -6.98178
H -1.29979 2.78984 -5.18565
H -2.40030 2.11320 -3.45467
H -0.03261 -0.35909 -2.09612
H 1.77978 -2.99592 -3.43583
H 4.30509 -0.96721 -1.02540
H -1.33218 -1.94861 -6.47335
```

lowest unoccupied orbital energy: -0.0326 Ha
M: 504.9 g mol⁻¹
highest occupied orbital energy: -5.136 eV

***

Which structure is most stable, and how do the rest compare? From most to least stable: #1, #2.

***

#1
Molecular formula: C5H32NO13
Method: DFT, ωB97M-V/def2-TZVPD

Structure (XYZ):
```
51
Properties=species:S:1:pos:R:3
O -0.85976 0.82764 -0.09474
O 0.12249 -0.63680 2.83822
O 5.35679 1.04798 0.55370
O -2.73323 -0.98947 2.48176
O 1.70343 3.87521 1.52855
O 0.97573 0.02246 -1.13534
O 3.73826 2.18608 3.40049
O 1.82172 1.19806 -3.46331
O -1.37765 1.50920 2.82865
O 2.27051 1.16968 0.87188
O -3.34182 1.34026 0.39669
O -5.17467 -0.28345 -1.03228
O 2.08872 -1.62506 -3.61970
N -1.08030 -0.75082 -1.72192
C -0.41082 -2.55376 0.70692
C -0.87415 -2.19912 -1.81327
C -1.23379 -2.95475 -0.51031
C -1.60887 -2.76095 -3.02634
C -0.26626 0.06094 -0.90869
H 0.95693 3.27302 1.55355
H -4.95058 0.37993 -1.68858
H -0.98350 -3.50618 -3.51352
H 4.71413 1.14893 -0.16502
H 3.59237 1.24720 3.55233
H -1.12306 -4.01857 -0.66880
H -1.25064 1.57193 1.86368
H -2.64584 1.32105 -0.30164
H -4.57515 -0.04620 -0.29894
H -1.85241 -1.97523 -3.73850
H -2.53092 -3.28338 -2.75626
H 0.48250 -0.02862 2.17387
H 0.62939 -2.78858 0.48321
H -0.26696 0.11574 3.33911
H 2.88594 -1.19106 -3.29285
H -0.51854 -1.48483 0.83993
H 1.78808 0.35655 -3.92676
H 1.55837 1.01407 -2.54288
H -0.79861 -2.88190 1.66684
H 0.19079 -2.39654 -1.94704
H -2.25204 1.10511 2.89940
H 4.93996 1.45222 1.33353
H -2.78557 0.89285 1.06083
H -1.92702 -1.02180 3.00950
H -2.29914 -2.70386 -0.39769
H -2.07413 -0.59116 -1.62924
H 2.52271 0.23840 0.84945
H 2.37832 3.43637 1.00363
H 1.51235 -1.57690 -2.84350
H 1.70454 1.22506 0.05108
H 2.93761 2.59322 3.04508
H -2.60371 -1.31035 1.58828
```

lowest unoccupied orbital energy: 0.0981 Ha
M: 314.3 g mol⁻¹
highest occupied orbital energy: -6.708 eV
charge: -1

***

#2
Molecular formula: C5H32NO13
Method: DFT, ωB97M-V/def2-TZVPD

Structure (XYZ):
```
51
Properties=species:S:1:pos:R:3
O -1.96927 -2.01840 -1.31977
O -0.51594 2.33494 -0.25917
O 0.63061 3.46593 -2.42421
O -4.05887 -1.93190 0.32486
O 2.72269 3.12922 0.81464
O -0.32682 -3.89328 -1.80388
O 3.54358 0.25485 -1.63717
O -3.91109 1.62798 -0.24320
O -3.08785 0.14844 1.78512
O -0.97868 -0.03837 4.29727
O -0.90835 -0.32167 0.50172
O -0.70115 0.40924 -1.94995
O 1.41166 -0.46194 -4.17831
N 1.90247 0.26205 -0.10494
C 0.16181 -0.96800 1.14373
C 2.37353 -0.36050 2.36083
C 2.46702 -1.84892 2.80939
C 3.15800 -0.03917 -0.51654
C 1.36139 -0.03880 1.22830
H -0.84306 1.45730 0.05799
H 1.57271 3.32790 -2.53456
H 1.98854 0.19873 3.21053
H 0.42621 3.14739 -1.52704
H 3.79578 -0.65823 0.12821
H -3.54082 1.05910 0.48818
H -2.23054 0.01103 1.29888
H -1.69848 -1.36074 -0.61459
H -0.99324 -4.58673 -1.77902
H -1.38050 0.82358 4.46040
H -3.35666 -2.19497 -0.29962
H -0.94904 0.21238 -0.98608
H 2.79363 2.30583 0.31292
H 1.01456 0.94871 1.50245
H 0.40389 -1.87756 0.57110
H 1.22530 0.47528 -0.83215
H -3.51494 -0.69172 1.56327
H -4.74438 -1.57452 -0.25464
H 3.38996 -0.14829 2.04137
H -1.35959 1.10313 -2.08888
H 2.14354 2.92556 1.56002
H -3.13371 1.69363 -0.80790
H 1.49543 -2.29447 2.62312
H 1.11804 0.08730 -3.47169
H -1.39941 -0.29709 3.46334
H -0.78620 2.87182 0.50272
H -0.84313 -3.13917 -1.39304
H 2.74120 -1.92095 3.84697
H 3.09993 -2.46135 2.17082
H -1.76224 -1.45189 -2.08428
H -0.17879 -1.30341 2.13006
H 0.82881 -1.20380 -4.34522
```

lowest unoccupied orbital energy: 0.0975 Ha
M: 314.3 g mol⁻¹
highest occupied orbital energy: -6.781 eV
charge: -1

***

Which structure is most stable, and how do the rest compare? From most to least stable: #1, #2.